ORCA calculation (the ωB97M-V functional and the def2-TZVPD basis) on an isolated molecule of C2H3ClO2 at a distorted geometry.

As for the HOMO energy (spin up / spin down): -8.5 / -8.1 eV. The calculation puts the total energy at -18735.814 eV. As for the orbital gap (spin up / spin down): 8.542 / 8.199 eV. The energy above the lowest of the compared OMol25 structures with the same formula, charge and spin is 97.7 kcal per mole. The value obtained for the LUMO energy (spin up / spin down) is 0.1 / 0.1 eV. The calculation puts the largest force on an atom at 0.081 hartree/bohr.

Atoms and positions in Å:
C (-1.32, 0.87, -0.29)
C (0.85, -0.34, -0.35)
O (-0.44, -0.16, -0.29)
O (1.17, -1.65, -0.02)
Cl (2.00, 0.93, 0.16)
H (-2.31, 0.60, -0.15)
H (-0.92, 1.82, 0.15)
H (0.98, -2.08, 0.80)

Results of the Mulliken charge analysis, in e, for atoms 1 through 4: C -0.41; C 0.44; O -0.24; O -0.46

=====

ORCA calculation (the ωB97M-V functional and the def2-TZVPD basis) on C2H3ClS as an isolated structure at a distorted geometry.

As for the HOMO energy: -9.3 eV. The calculation puts the total energy at -25478.063 eV. As for the orbital gap: 9.717 eV. The energy above the lowest of the compared OMol25 structures with the same formula, charge and spin is 34.7 kcal per mole. The value obtained for the LUMO energy is 0.4 eV. The calculation puts the largest force on an atom at 0.065 hartree/bohr.

Atoms and positions in Å:
C (0.16, 0.90, -0.06)
C (1.04, -0.15, -0.31)
S (1.33, -2.14, -0.40)
Cl (2.58, 0.19, -0.93)
H (0.39, 1.95, -0.01)
H (-0.87, 0.83, 0.13)
H (0.20, -2.68, 0.17)

Results of the Mulliken charge analysis, in e, for atoms 1 through 4: C -0.56; C 0.29; S -0.19; Cl -0.20

=====

ORCA calculation (the ωB97M-V functional and the def2-TZVPD basis) on a 2-piece molecular cluster, C2H3ClS2 overall at a distorted geometry.

As for the HOMO energy: -9.5 eV. The calculation puts the total energy at -36312.501 eV. As for the orbital gap: 9.337 eV. The energy above the lowest of the compared OMol25 structures with the same formula, charge and spin is 60.8 kcal per mole. The value obtained for the LUMO energy is -0.2 eV. The calculation puts the largest force on an atom at 0.047 hartree/bohr.

Atoms and positions in Å:
C (2.75, 0.53, 0.24)
C (-1.38, -0.36, 0.36)
S (3.91, -0.18, -0.53)
S (-1.56, 0.94, -0.96)
Cl (-0.12, -1.60, -0.14)
H (-0.39, 1.77, -0.92)
H (-0.97, -0.02, 1.30)
H (-2.24, -1.07, 0.65)

Results of the Mulliken charge analysis, in e, for atoms 1 through 4: C 0.03; C -0.39; S -0.04; S -0.18